(1)
The following is a quantum chemistry calculation of C9H7N2O3PPd as an isolated structure at a distorted geometry, from the Open Molecules 2025 dataset.

Computed properties:
orbital gap = 3.087 eV
total charge = +2
molar mass = 328.6 g/mol
lowest unoccupied orbital energy = -13.4 eV
HOMO energy = -16.4 eV

Last column: Mulliken charge in e.
Atoms and positions in Å:
N (0.4961, -2.8268, 1.6469)  -0.521
P (1.1671, -1.8556, 0.5190)  0.245
C (-0.0412, -1.6853, -0.9154)  0.169
C (-0.7090, -0.4711, -1.2356)  0.380
C (-0.3865, 0.8286, -0.3109)  0.014
C (0.7516, 1.7422, -0.8650)  -0.153
C (1.1267, 2.9967, 0.0402)  -0.345
C (0.2387, 3.0436, 1.3432)  -0.267
C (-0.9015, 2.0379, 1.7122)  -0.123
N (-1.1939, 0.9288, 0.8584)  -0.329
C (-1.6576, -0.6066, -2.5181)  0.355
O (-2.3501, 0.2548, -3.1120)  -0.402
O (-1.4811, -2.0096, -2.8707)  -0.213
C (-0.5426, -2.7240, -2.0278)  0.483
O (-0.1446, -3.9130, -2.1420)  -0.422
H (0.4152, -2.2504, 2.5147)  0.498
H (1.4468, -0.5641, 1.1263)  0.198
H (2.4532, -2.3446, 0.0512)  0.278
H (1.2916, 1.5325, -1.8614)  0.400
H (1.9564, 3.7381, -0.2102)  0.418
H (0.4414, 3.9016, 2.0915)  0.362
H (-1.4923, 2.2105, 2.6893)  0.397
Pd (-0.8842, -1.9642, 3.4763)  0.578

(2)
The following is a quantum chemistry calculation of C64H51N3NiOP3Si as an isolated structure, from the Open Molecules 2025 dataset.

Computed properties:
orbital gap (spin up / spin down) = 6.133 / 8.554 eV
relative energy (zero: lowest compared OMol25 entry of this formula, charge and spin) = 78.51 kJ/mol
total charge = +1
2S+1 = 3
expectation value of S² = 2.014
molar mass = 1057.8 g/mol
lowest unoccupied orbital energy (spin up / spin down) = -2.2 / -2.3 eV
HOMO energy (spin up / spin down) = -8.4 / -10.8 eV

Last column: Löwdin spin population.
Atoms and positions in Å:
Ni (0.0194, -0.1078, 0.2775)  1.340
C (1.8742, -4.0576, -2.8665)  0.001
C (1.2032, -4.2097, -1.6596)  0.000
C (1.4136, -3.2964, -0.6375)  0.003
C (2.2969, -2.2259, -0.8059)  0.005
C (2.9852, -2.0990, -2.0053)  0.001
C (2.7680, -3.0104, -3.0306)  0.000
P (2.3215, -1.0671, 0.6140)  0.071
C (3.5603, -1.9190, 1.6841)  0.018
C (3.8454, -3.2768, 1.5840)  0.008
C (4.8518, -3.8407, 2.3575)  0.000
C (5.5802, -3.0611, 3.2407)  0.007
C (5.2774, -1.7122, 3.3725)  0.000
C (4.2741, -1.1474, 2.6053)  0.007
C (3.3558, 0.3920, 0.1870)  0.007
C (4.6498, 0.2413, -0.3092)  0.000
C (5.4234, 1.3568, -0.5894)  0.006
C (4.9184, 2.6282, -0.3496)  0.001
C (3.6457, 2.7836, 0.1787)  0.009
C (2.8500, 1.6732, 0.4670)  0.024
Si (1.0541, 1.7547, 1.0916)  0.111
C (0.9177, 1.7024, 3.0019)  0.016
C (1.5455, 2.6244, 3.8430)  0.004
C (1.2868, 2.6369, 5.2029)  0.001
C (0.4001, 1.7196, 5.7548)  0.000
C (-0.2124, 0.7833, 4.9427)  0.000
C (0.0327, 0.7808, 3.5675)  0.000
P (-0.6402, -0.5582, 2.5192)  0.054
C (-2.3932, -0.6794, 3.0090)  0.009
C (-3.1215, -1.8027, 2.6076)  0.004
C (-4.4159, -2.0010, 3.0597)  0.000
C (-5.0044, -1.0689, 3.9023)  0.004
C (-4.3126, 0.0794, 4.2499)  0.000
C (-3.0184, 0.2841, 3.7962)  0.005
C (0.1030, -1.9713, 3.4415)  0.012
C (1.4679, -1.8655, 3.7143)  0.007
C (2.1400, -2.8631, 4.3975)  0.000
C (1.4565, -3.9945, 4.8192)  0.006
C (0.0979, -4.1014, 4.5737)  0.000
C (-0.5790, -3.0974, 3.8934)  0.006
C (0.0149, 3.3390, 0.8346)  0.024
C (0.4068, 4.6191, 1.2306)  0.005
C (-0.4628, 5.6923, 1.1347)  0.001
C (-1.7418, 5.5098, 0.6242)  0.000
C (-2.1452, 4.2534, 0.2087)  0.000
C (-1.2821, 3.1633, 0.3361)  0.001
P (-1.6996, 1.5484, -0.4196)  0.075
C (-3.4725, 1.2334, -0.1344)  0.015
C (-4.0368, 0.1818, -0.8649)  0.007
C (-5.3802, -0.1287, -0.7506)  0.000
C (-6.1821, 0.6142, 0.1038)  0.005
C (-5.6278, 1.6378, 0.8536)  0.000
C (-4.2749, 1.9338, 0.7579)  0.006
C (-1.7566, 2.2332, -2.1345)  0.010
C (-0.6333, 2.9412, -2.5675)  0.005
C (-0.6022, 3.5188, -3.8260)  0.000
C (-1.7026, 3.4271, -4.6655)  0.005
C (-2.8412, 2.7714, -4.2262)  0.000
C (-2.8672, 2.1695, -2.9755)  0.006
H (1.7029, -4.7553, -3.6759)  0.000
H (0.5195, -5.0383, -1.5178)  0.000
H (0.8883, -3.3984, 0.3081)  0.001
H (3.6791, -1.2839, -2.1544)  0.000
H (3.2980, -2.8993, -3.9685)  0.000
H (3.3036, -3.9067, 0.8926)  0.000
H (5.0728, -4.8957, 2.2591)  0.000
H (6.3780, -3.5008, 3.8245)  0.000
H (5.8318, -1.0970, 4.0699)  0.000
H (4.0567, -0.0906, 2.7118)  0.000
H (5.0559, -0.7500, -0.4709)  0.000
H (6.4232, 1.2327, -0.9850)  0.000
H (5.5269, 3.4972, -0.5667)  0.000
H (3.2630, 3.7792, 0.3730)  0.001
H (2.2500, 3.3373, 3.4286)  0.001
H (1.7799, 3.3602, 5.8407)  0.000
H (0.1972, 1.7261, 6.8179)  0.000
H (-0.8770, 0.0430, 5.3728)  0.000
H (-2.6595, -2.5271, 1.9482)  0.001
H (-4.9622, -2.8896, 2.7695)  0.000
H (-6.0072, -1.2338, 4.2751)  0.000
H (-4.7863, 0.8228, 4.8789)  0.000
H (-2.4842, 1.1819, 4.0785)  0.000
H (2.0017, -0.9746, 3.4150)  0.001
H (3.1972, -2.7522, 4.6035)  0.000
H (1.9809, -4.7839, 5.3416)  0.000
H (-0.4488, -4.9697, 4.9191)  0.000
H (-1.6446, -3.1951, 3.7493)  0.000
H (1.4060, 4.7797, 1.6191)  0.001
H (-0.1421, 6.6801, 1.4411)  0.000
H (-2.4176, 6.3503, 0.5336)  0.000
H (-3.1242, 4.1226, -0.2361)  0.000
H (-3.4149, -0.3703, -1.5667)  0.001
H (-5.8060, -0.9377, -1.3306)  0.000
H (-7.2369, 0.3885, 0.1895)  0.000
H (-6.2527, 2.2145, 1.5234)  0.000
H (-3.8466, 2.7210, 1.3627)  0.000
H (0.2119, 3.0600, -1.9013)  0.001
H (0.2806, 4.0566, -4.1497)  0.000
H (-1.6813, 3.8792, -5.6489)  0.000
H (-3.7222, 2.7348, -4.8551)  0.000
H (-3.7761, 1.6862, -2.6468)  0.000
O (-1.3147, -1.9762, -0.1574)  0.029
H (-2.2325, -1.7222, -0.3260)  0.001
H (-1.0042, -2.5538, -0.8686)  0.001
N (-2.4500, -1.7991, -10.0649)  0.000
C (-1.9861, -1.5521, -9.0433)  0.000
C (-1.4106, -1.2424, -7.7703)  0.000
C (-2.2077, -1.2143, -6.6277)  0.000
C (-1.6540, -0.9105, -5.4002)  0.000
C (-0.2961, -0.6309, -5.2973)  0.000
C (0.5034, -0.6670, -6.4343)  0.000
C (-0.0481, -0.9685, -7.6640)  0.000
N (0.2758, -0.3046, -4.0446)  0.002
C (1.4151, 0.4362, -3.8312)  0.001
C (1.5711, 0.5173, -2.4854)  0.003
N (0.5529, -0.1623, -1.8573)  0.036
C (-0.2134, -0.6177, -2.8210)  0.004
H (-3.2676, -1.4113, -6.7125)  0.000
H (-2.2872, -0.8657, -4.5255)  0.000
H (1.5644, -0.4716, -6.3611)  0.000
H (0.5754, -0.9897, -8.5469)  0.000
H (1.9964, 0.8648, -4.6269)  0.000
H (2.3544, 1.0116, -1.9401)  0.000
H (-1.0827, -1.2386, -2.6878)  0.001

(3)
The following is a quantum chemistry calculation of an isolated ion of composition C6H10N and charge +1 at a distorted geometry, from the Open Molecules 2025 dataset.

Computed properties:
orbital gap (spin up / spin down) = 6.407 / 7.735 eV
relative energy (zero: lowest compared OMol25 entry of this formula, charge and spin) = 722.07 kJ/mol
total charge = +1
2S+1 = 3
expectation value of S² = 2.006
molar mass = 96.2 g/mol
lowest unoccupied orbital energy (spin up / spin down) = -2.9 / -8.2 eV
HOMO energy (spin up / spin down) = -9.3 / -16.0 eV

Last column: Löwdin spin population.
Atoms and positions in Å:
C (0.2660, -1.7155, -0.6359)  0.157
C (1.4990, -0.9669, -0.2725)  0.629
C (-1.8740, 0.3373, -0.2822)  0.099
C (-0.7660, -0.5454, -0.1135)  0.158
C (0.3563, 0.3609, 0.2813)  0.633
C (0.4732, 1.4079, 1.4180)  0.121
N (-0.5073, 0.7410, -0.8535)  0.049
H (0.1563, -1.8176, -1.6838)  0.014
H (-0.0011, -2.6407, -0.2016)  0.017
H (2.0633, -1.2830, 0.5572)  0.032
H (2.1142, -0.6974, -1.1479)  0.031
H (-2.6114, 0.0618, -0.9743)  0.008
H (-2.3492, 0.9282, 0.5273)  0.004
H (-0.3492, 1.2732, 2.1086)  0.031
H (0.5631, 2.4110, 1.0025)  0.001
H (1.4277, 1.1859, 2.1222)  0.012
H (-0.4610, 0.9592, -1.8520)  0.004

(4)
The following is a quantum chemistry calculation of C31H57N2O2OsP2 as an isolated structure at a distorted geometry, from the Open Molecules 2025 dataset.

Computed properties:
orbital gap (spin up / spin down) = 7.766 / 5.965 eV
relative energy (zero: lowest compared OMol25 entry of this formula, charge and spin) = 13.83 kJ/mol
total charge = +3
2S+1 = 5
expectation value of S² = 6.048
molar mass = 742.0 g/mol
lowest unoccupied orbital energy (spin up / spin down) = -8.7 / -12.4 eV
HOMO energy (spin up / spin down) = -16.4 / -18.4 eV

Last column: Löwdin spin population.
Atoms and positions in Å:
C (0.4060, 2.3402, -2.2109)  0.066
C (0.9235, 2.9753, 0.0127)  0.036
C (0.7534, 3.6024, -2.6859)  0.133
C (1.4421, 4.2038, -0.4717)  0.147
C (1.3269, 4.5236, -1.8072)  0.031
H (0.6001, 3.7959, -3.7458)  0.006
H (1.8873, 4.8631, 0.2689)  0.005
H (1.6842, 5.4804, -2.1825)  -0.001
N (0.4972, 2.0333, -0.9064)  0.214
P (0.3242, -0.4457, -2.4184)  0.036
P (-0.1443, 1.2255, 1.9076)  0.085
C (-0.0970, 1.2384, -3.1207)  0.009
H (-1.1886, 1.3329, -3.2261)  0.002
H (0.3137, 1.3678, -4.1293)  0.000
C (0.7378, 2.6709, 1.3676)  0.438
H (1.1075, 3.3946, 2.0926)  0.015
C (-1.7793, 2.1316, 2.4466)  0.042
C (0.7312, 0.7216, 3.5665)  0.029
C (-0.9219, -1.6661, -3.1995)  0.024
C (2.0549, -0.6647, -3.1875)  0.002
C (-2.8476, 1.0511, 2.6232)  0.008
H (-2.5817, 0.3133, 3.3900)  0.000
H (-3.7990, 1.5199, 2.9202)  0.003
H (-3.0062, 0.5191, 1.6782)  0.001
C (-1.6461, 2.9753, 3.7220)  0.004
H (-1.4376, 2.3914, 4.6240)  0.000
H (-0.8946, 3.7669, 3.6069)  0.001
H (-2.6122, 3.4787, 3.8887)  0.001
C (-2.1771, 3.1132, 1.3419)  0.011
H (-3.1243, 3.6046, 1.6098)  0.000
H (-1.4231, 3.8950, 1.2018)  0.005
H (-2.3204, 2.5980, 0.3864)  0.001
C (-0.2518, -0.0754, 4.4413)  0.003
H (-0.6789, -0.9257, 3.8900)  0.001
H (0.3082, -0.4868, 5.2954)  0.001
H (-1.0644, 0.5344, 4.8505)  0.000
C (1.9322, -0.1873, 3.2859)  0.002
H (1.6296, -1.1250, 2.8016)  0.001
H (2.6989, 0.3165, 2.6860)  0.001
H (2.3968, -0.4520, 4.2499)  0.000
C (1.2994, 1.9244, 4.3302)  0.006
H (0.5532, 2.6552, 4.6455)  0.000
H (1.7725, 1.5377, 5.2457)  0.001
H (2.0715, 2.4358, 3.7464)  0.001
C (2.6308, -1.9999, -2.6844)  0.003
H (3.5604, -2.2018, -3.2382)  0.000
H (2.8851, -1.9509, -1.6194)  0.001
H (1.9497, -2.8464, -2.8416)  0.000
C (2.9837, 0.4818, -2.7522)  0.000
H (2.6461, 1.4485, -3.1443)  0.001
H (3.0935, 0.5466, -1.6676)  0.000
H (3.9826, 0.2780, -3.1662)  0.000
C (2.0392, -0.6413, -4.7279)  0.000
H (3.0638, -0.4268, -5.0663)  0.000
H (1.7643, -1.6064, -5.1612)  0.000
H (1.3928, 0.1396, -5.1447)  0.000
C (-2.1250, -0.8705, -3.7053)  0.003
H (-1.8826, -0.2060, -4.5455)  0.000
H (-2.8984, -1.5729, -4.0526)  0.001
H (-2.5475, -0.2875, -2.8827)  0.000
C (-1.4065, -2.6248, -2.1034)  0.005
H (-1.8449, -2.0755, -1.2619)  0.003
H (-2.1878, -3.2744, -2.5262)  0.000
H (-0.5949, -3.2663, -1.7354)  0.001
C (-0.3858, -2.5029, -4.3663)  0.005
H (-0.1912, -1.8902, -5.2545)  0.000
H (0.5035, -3.0871, -4.1032)  0.000
H (-1.1723, -3.2211, -4.6479)  0.002
Os (0.1132, 0.0857, -0.1675)  2.125
C (1.8622, -0.3793, 0.1771)  0.071
O (2.9653, -0.7307, 0.4305)  0.112
N (-1.8750, 0.2250, -0.6424)  0.020
C (-2.9230, 0.7642, -0.6109)  0.056
C (-4.4202, 0.8466, -0.8231)  0.006
C (-4.9389, 2.2210, -0.4023)  0.002
C (-4.7785, 0.6363, -2.2928)  0.001
C (-5.1170, -0.2403, -0.0047)  0.005
H (-4.7844, 2.4043, 0.6676)  0.000
H (-4.4446, 3.0185, -0.9706)  0.000
H (-6.0170, 2.2816, -0.6006)  0.000
H (-4.5695, -0.3933, -2.6050)  0.000
H (-5.8554, 0.8064, -2.4282)  0.000
H (-4.2397, 1.3368, -2.9421)  0.000
H (-6.2015, -0.1632, -0.1607)  0.001
H (-4.7927, -1.2374, -0.3320)  0.000
H (-4.9167, -0.1445, 1.0679)  0.000
C (1.3988, -3.6922, 1.9078)  0.004
C (0.4489, -3.3433, 0.7859)  0.017
O (-0.1881, -2.0367, 0.9931)  0.169
H (2.2717, -3.0342, 1.9032)  0.000
H (1.7575, -4.7137, 1.7622)  0.001
H (0.9119, -3.6461, 2.8865)  0.000
H (0.9594, -3.2543, -0.1788)  0.002
H (-0.3504, -4.0841, 0.6642)  0.003
H (-0.9612, -2.1519, 1.5715)  0.006

Which of these has the highest total charge? C31H57N2O2OsP2